Computed, not measured: a structure of composition C26H48EuOP2 in a non-equilibrium geometry, with ωB97M-V/def2-TZVPD.

Structure (ORCA input):
```
! RIJCOSX wB97M-V def2-TZVPD def2/J DEFGRID3
* xyz 1 7
Eu -1.3571 0.8710 -1.6088
C -0.2931 2.1535 3.0611
C 0.4134 2.8499 2.0478
C -1.7546 3.5276 1.9826
C -1.6478 2.5692 3.0262
C -0.4896 3.6699 1.3440
C 0.2735 1.1669 3.9888
H 0.7000 0.3325 3.4129
H -0.4697 0.7509 4.6684
H 1.0966 1.5223 4.6221
C -2.7438 2.1274 3.9237
H -2.2873 1.7397 4.8397
H -3.3769 1.3281 3.4922
H -3.3849 2.9812 4.1977
C -2.9638 4.3196 1.7192
H -3.3984 4.6165 2.6825
H -3.7318 3.7532 1.1507
H -2.7248 5.2407 1.1601
C -0.1234 4.6326 0.2568
H -0.3157 5.6769 0.5516
H -0.6431 4.4636 -0.6960
H 0.9503 4.5674 0.0346
C 1.8435 2.6246 1.7210
H 2.3149 3.5897 1.4917
H 1.9630 1.9454 0.8597
H 2.3328 2.1898 2.6019
C 0.5313 -2.4745 1.9602
C 1.5061 -1.9899 2.7443
C 2.6865 -1.2513 2.1871
C 3.4893 -2.0932 1.1202
C 3.3937 -1.4933 -0.2160
C 2.3533 -0.6170 -0.4247
C 0.8597 -0.9413 -0.1771
C 0.5424 -2.3488 0.4482
H 3.3329 -0.9087 3.0054
H 3.0323 -3.0815 1.1070
H 2.3299 -0.3263 1.7119
H 1.3210 -3.0205 0.0694
H -0.1997 -3.1487 2.4276
H 1.4560 -2.1190 3.8406
H -0.3957 -2.7591 0.0447
H 0.3786 -0.1751 0.4337
H 2.4759 0.4983 -0.4828
H 0.3278 -0.9090 -1.1668
H 4.5050 -2.2247 1.4626
H 4.1256 -1.7272 -0.9848
P 1.5319 -2.9241 -2.2249
C 1.1067 -4.6965 -2.3600
C 3.2931 -3.0892 -2.7271
P 0.4436 -0.4109 -3.6591
C 0.7144 -2.2537 -3.6883
C 2.2129 -0.0376 -4.1365
C -0.0717 -0.4778 -5.4294
H 0.0597 -4.8204 -2.6447
H 1.2823 -5.1790 -1.3935
H 1.7640 -5.1314 -3.1194
H 3.3918 -3.8934 -3.4573
H 3.8925 -3.3566 -1.8530
H 3.7013 -2.1650 -3.1399
H 0.5580 -1.2463 -5.9008
H 0.0973 0.4915 -5.9160
H -1.1205 -0.7928 -5.4883
H -0.2399 -2.7630 -3.9012
H 1.3939 -2.5000 -4.5158
H 2.1968 0.8852 -4.7318
H 2.5926 -0.8496 -4.7721
H 2.8805 0.0876 -3.2762
C -4.6828 -0.0280 1.4754
C -4.0084 -0.0582 0.1027
C -4.7582 0.8455 -0.8649
O -2.6256 0.2230 0.1333
H -4.6873 0.9779 1.9010
H -4.2307 -0.7008 2.2074
H -5.7295 -0.3186 1.3387
H -4.2219 -1.0842 -0.2632
H -4.8589 1.8850 -0.5006
H -4.3361 0.8432 -1.8817
H -5.7759 0.4390 -0.9554
*
```

The calculation puts the HOMO-LUMO gap (alpha / beta) at 5.59 / 5.68 eV. As for the total energy: -67678.494 eV. The energy relative to the best compared isomer or geometry (same formula, charge and spin) comes out at 554.9 kJ/mol.

Atomic partial charges in e from the Löwdin method, atoms 1 to 8:
1 Eu 1.493
2 C -0.184
3 C -0.196
4 C -0.189
5 C -0.194
6 C -0.228
7 C -0.024
8 H 0.059